(1)
Molecular formula: C34H32FeGeN3O3S4Sb
Method: DFT, ωB97M-V with the def2-TZVPD basis set

As for the LUMO energy (spin up / spin down): 3.7 / 3.7 eV. The expectation value of S² is 6.04. The calculation puts the orbital gap (spin up / spin down) at 5.9 / 5.9 eV. The value obtained for the largest force on an atom is 3.26 eV/A. Its spin multiplicity is 5. Its total charge is -2.

Positions of all 79 atoms, in Å:
Fe -2.23657 -0.50835 3.31041
S -4.91133 -0.93724 6.60355
Sb -4.36588 -0.41183 4.46571
S -2.35316 1.38190 4.34712
S -3.39118 -2.39947 3.22206
S -6.07957 0.36493 3.16252
C -1.13163 -3.54174 -4.48488
C -2.20470 -2.55960 -4.08301
C -2.64614 -1.58162 -4.97067
C -3.65241 -0.69892 -4.62365
C -4.26213 -0.76573 -3.36949
N -5.32123 0.12525 -3.11463
C -6.14831 0.21885 -1.99457
O -7.35328 0.34539 -2.14432
N -5.55632 0.17379 -0.77496
C -4.23618 0.51191 -0.40588
C -3.47410 1.47830 -1.03894
C -2.23508 1.78893 -0.49790
C -1.80705 1.13880 0.64326
N -2.52827 0.17936 1.22439
C -3.71323 -0.12619 0.71111
C -3.82390 -1.73174 -2.47065
C -2.80748 -2.60780 -2.83225
H -1.46279 -4.15974 -5.32292
H -0.88043 -4.20624 -3.65925
H -0.21969 -3.02707 -4.79447
H -2.19861 -1.51261 -5.95661
H -3.98647 0.05139 -5.33224
H -5.84434 0.38350 -3.93691
H -6.20304 0.06702 -0.00035
H -3.85292 2.00101 -1.90771
H -1.61379 2.55510 -0.94280
H -0.85810 1.36017 1.11032
H -4.28305 -0.88867 1.23112
H -4.28413 -1.82842 -1.49734
H -2.48875 -3.35434 -2.11378
O -0.38456 -1.40665 3.75247
C 0.45632 -1.31252 2.82676
O 0.40944 -0.51091 1.86308
C 1.69931 -2.19206 2.84947
C 2.94075 -1.29661 2.82174
Ge 2.82540 0.11866 1.44316
C 1.90440 1.84199 1.58812
C 1.94609 2.69457 0.48667
C 1.27122 3.90960 0.50127
C 0.54715 4.28619 1.62500
C 0.50074 3.44662 2.73054
C 1.17410 2.23263 2.70923
C 4.74031 0.76359 1.44956
C 5.50432 1.05800 0.31966
C 6.79148 1.57427 0.42058
C 7.35166 1.81157 1.66733
C 6.60947 1.53562 2.80881
C 5.32418 1.02282 2.69412
C 2.54650 -0.61110 -0.35861
C 1.32992 -0.41457 -1.00852
C 1.11049 -0.91558 -2.28200
C 2.10134 -1.64667 -2.92424
C 3.31494 -1.86743 -2.28590
C 3.53488 -1.34519 -1.01433
H 1.66993 -2.78824 1.93346
H 1.67908 -2.85772 3.71141
H 3.84602 -1.86345 2.59176
H 3.09104 -0.83144 3.79965
H 2.50403 2.40442 -0.39861
H 1.29824 4.55416 -0.37017
H 0.00505 5.22438 1.63450
H -0.10235 3.70537 3.59188
H 1.07337 1.56517 3.55732
H 5.08641 0.88519 -0.66690
H 7.35837 1.79771 -0.47653
H 8.35390 2.21519 1.75040
H 7.03293 1.72215 3.78917
H 4.75882 0.83125 3.60074
H 0.54455 0.12586 -0.50226
H 0.15952 -0.73856 -2.76617
H 1.92925 -2.04578 -3.91853
H 4.08810 -2.44494 -2.77995
H 4.48912 -1.51591 -0.52651


(2)
Molecular formula: C34H32I2IrN4O10P2
Method: DFT, ωB97M-V with the def2-TZVPD basis set

As for the LUMO energy (spin up / spin down): -1.9 / -2.0 eV. The expectation value of S² is 0.76. The calculation puts the orbital gap (spin up / spin down) at 6.3 / 6.3 eV. The value obtained for the largest force on an atom is 2.71 eV/A. Its spin multiplicity is 2. Its total charge is 0.

Positions of all 85 atoms, in Å:
Ir 0.42369 0.22566 -0.13643
C -2.44574 0.57513 -2.15325
C -2.37928 -0.90171 -2.42195
C -3.53990 -1.56459 -2.79893
C -3.52128 -2.89637 -3.17424
C -2.32403 -3.58902 -3.16634
C -1.13788 -2.97213 -2.79860
C 0.13763 -3.76586 -2.79686
C -1.15387 -1.60686 -2.42551
N 0.04693 -1.00572 -2.03748
C 1.13764 -0.98672 -2.83867
O 1.15301 -1.20721 -4.03325
C 2.37742 -0.67479 -2.08258
C 3.60210 -0.43462 -2.66445
C 4.68739 -0.19472 -1.82856
C 4.51834 -0.22268 -0.45068
C 3.25351 -0.45388 0.04277
N 2.22460 -0.68469 -0.75987
C 2.88719 -0.48687 1.47546
O 3.71358 -0.65129 2.35303
N 1.56075 -0.32882 1.63756
C 0.94063 -0.51459 2.89612
C 0.51736 0.58132 3.66564
C 0.79299 1.98598 3.21299
C -0.12338 0.34480 4.87501
C -0.33963 -0.94670 5.32777
C 0.10045 -2.02126 4.57476
C 0.74014 -1.82468 3.35798
C 1.23511 -3.00573 2.56658
H -3.44819 0.87130 -1.84442
H -2.18542 1.11840 -3.06476
H -1.72922 0.89081 -1.40533
H -4.47332 -1.01437 -2.82799
H -4.43224 -3.38782 -3.49099
H -2.30750 -4.63237 -3.46008
H -0.07982 -4.83197 -2.74294
H 0.78214 -3.49074 -1.95772
H 0.69809 -3.57442 -3.71377
H 3.67965 -0.44728 -3.74234
H 5.66045 0.01596 -2.25258
H 5.32981 -0.06084 0.24419
H 0.22510 2.21255 2.31640
H 1.84855 2.09531 2.95578
H 0.52843 2.70519 3.98711
H -0.44148 1.18849 5.47560
H -0.84371 -1.11430 6.27104
H -0.04826 -3.03120 4.93967
H 0.58649 -3.86981 2.71326
H 2.24083 -3.27687 2.89585
H 1.29074 -2.76801 1.50534
C 3.17539 3.59424 -2.45934
C 1.81352 3.96242 -1.90590
O 1.55106 5.34760 -2.02722
P 1.62041 3.44353 -0.16278
O 0.15759 3.87450 0.24528
O 2.51248 4.54610 0.57053
O 2.02423 2.06126 0.24724
P 0.52852 2.90806 -2.77272
O -0.84186 3.71257 -2.45168
O 0.74947 2.82873 -4.22548
O 0.54842 1.66640 -1.89358
H 3.95576 4.19970 -1.99538
H 3.18388 3.75128 -3.53715
H 3.36584 2.53821 -2.26122
H 0.76079 5.55524 -1.51279
H -0.47512 3.12612 0.33492
H 2.62841 4.36154 1.51083
H -1.10436 4.18883 -3.24851
I -2.92179 3.73367 2.01817
C -3.09124 1.65732 1.92394
C -4.20756 0.99842 2.46082
C -4.29072 -0.36720 2.41379
I -6.00634 -1.29025 3.18797
C -3.25484 -1.12805 1.82767
C -3.21144 -2.53640 1.73211
C -2.16415 -3.14944 1.10209
C -1.13464 -2.36883 0.56272
N -1.14206 -1.05979 0.65503
C -2.16835 -0.42636 1.26663
C -2.06748 0.96491 1.30431
O -1.02578 1.52215 0.75047
H -5.00836 1.57874 2.89665
H -4.01522 -3.12075 2.15937
H -2.11298 -4.22486 1.01646
H -0.29812 -2.81901 0.04744


(3)
Molecular formula: C34H32N19O4RbSeTe
Method: DFT, ωB97M-V with the def2-TZVPD basis set

As for the LUMO energy: 3.3 eV. The calculation puts the orbital gap at 4.5 eV. The value obtained for the largest force on an atom is 1.38 eV/A. Its total charge is -2.

Positions of all 92 atoms, in Å:
Rb 1.81675 0.94161 0.43980
N 4.10207 1.97497 -2.38812
C 3.41340 0.90254 -2.98300
N 4.02955 0.03779 -3.77966
N 3.05547 -0.81218 -4.15160
N 1.93809 -0.46688 -3.59992
N 2.12051 0.64054 -2.83883
C 3.60738 2.51593 -1.19584
N 4.25329 2.42349 -0.03156
N 3.46480 3.06680 0.83708
N 2.40182 3.50641 0.21918
N 2.46293 3.18176 -1.08040
H 5.08172 1.74635 -2.30408
O -1.96437 -1.17597 1.88694
C -1.68031 -1.61309 3.00155
C -0.39909 -1.55438 3.68593
C -0.41626 -1.85534 5.03639
C 0.73498 -1.78826 5.79791
C 1.95967 -1.43779 5.19875
C 2.01202 -1.16553 3.86730
C 0.84624 -1.21812 3.02052
O 0.92997 -0.97258 1.79120
N 0.67607 -2.06662 7.20123
O 1.71652 -2.03191 7.85179
O -0.41212 -2.32125 7.71148
H -2.47447 -2.11227 3.58902
H -1.34641 -2.13651 5.51450
H 2.84908 -1.40312 5.81174
H 2.95365 -0.92480 3.38966
N -2.61105 2.84207 -6.99138
C -2.42016 2.17294 -6.07704
C -2.22133 1.32861 -4.92556
C -1.05886 1.39827 -4.17814
C -0.94528 0.56328 -3.07186
N -1.89421 -0.29558 -2.71489
C -3.00896 -0.36056 -3.44788
C -3.22450 0.43000 -4.55724
H -0.23940 2.05915 -4.42315
H -0.03770 0.61372 -2.48320
H -3.75406 -1.08239 -3.13476
H -4.13776 0.34747 -5.12886
C -2.66148 -2.70637 -0.82350
Te -0.69586 -1.88249 -0.73967
C -0.42047 -2.89088 -2.59401
C -1.74819 -3.43557 -3.03362
C -1.91637 -4.01042 -4.29120
C -3.14520 -4.51794 -4.68091
C -4.22764 -4.45582 -3.81186
C -4.07056 -3.88082 -2.56101
C -2.83857 -3.36707 -2.16345
H -3.40150 -1.92818 -0.63654
H -2.71828 -3.41766 0.00085
H 0.28936 -3.68368 -2.36607
H 0.04320 -2.21948 -3.31926
H -1.07198 -4.04827 -4.96922
H -3.26034 -4.96065 -5.66264
H -5.19090 -4.85057 -4.11107
H -4.91438 -3.81920 -1.88240
C -2.94688 2.63279 -0.83832
N -3.66911 3.85760 -0.46516
C -3.02123 4.97945 -1.15616
N -1.60331 5.10076 -0.83270
C -0.93306 3.84350 -1.20028
N -1.52480 2.69030 -0.50426
C -1.40948 2.92038 0.93960
N -2.08517 4.15605 1.35857
C -3.49014 4.05870 0.97578
C -1.47604 5.26624 0.61650
H -3.05633 2.49121 -1.91435
H -3.40047 1.78244 -0.32158
H -3.53289 5.90399 -0.87257
H -3.12808 4.83511 -2.23446
H 0.12948 3.90467 -0.96592
H -1.03829 3.69406 -2.27697
H -0.35727 3.02021 1.19878
H -1.84056 2.07186 1.47679
H -4.00413 4.97884 1.26863
H -3.94344 3.21808 1.50706
H -0.41583 5.31670 0.87021
H -1.96407 6.19922 0.91338
Se -0.54358 -4.62731 1.65322
N 1.15547 -4.62832 2.34157
C 1.94951 -3.99048 1.46482
C 3.31923 -3.72607 1.58587
C 3.95397 -2.91864 0.63171
C 3.25576 -2.35222 -0.40978
N 1.92997 -2.60322 -0.55456
C 1.35625 -3.40460 0.30288
N -0.03452 -3.60435 0.15939
H 3.86201 -4.09388 2.44754
H 5.01079 -2.70125 0.73271
H 3.71256 -1.70948 -1.15239


(4)
Molecular formula: C34H33As2IP2S6Tc
Method: DFT, ωB97M-V with the def2-TZVPD basis set

As for the LUMO energy (spin up / spin down): -4.4 / -4.4 eV. The calculation puts the orbital gap (spin up / spin down) at 5.5 / 5.5 eV. The value obtained for the largest force on an atom is 0.30 eV/A. Its total charge is +1.

Positions of all 79 atoms, in Å:
Tc -1.27599 0.47404 1.93921
S 0.57736 3.53738 2.65311
P 1.33049 2.23339 1.18179
C 0.06981 1.16365 0.68809
P -0.66804 0.98639 -0.88865
S -2.55495 0.67158 -0.29561
C -0.55930 2.39947 -2.00156
C -1.47233 3.44251 -1.85280
C -1.41449 4.53905 -2.69783
C -0.44992 4.59507 -3.69473
C 0.46093 3.55845 -3.84590
C 0.40919 2.45976 -3.00263
C 0.04866 -0.40783 -1.77979
C -0.75025 -1.19835 -2.60062
C -0.19687 -2.28332 -3.26327
C 1.15398 -2.57423 -3.11486
C 1.95538 -1.78146 -2.30414
C 1.40169 -0.70216 -1.63224
C 2.07738 3.30985 -0.05657
C 3.21867 2.87523 -0.73038
C 3.77549 3.66290 -1.72598
C 3.20322 4.88613 -2.04198
C 2.06488 5.32033 -1.37506
C 1.49612 4.53340 -0.38869
C 2.70388 1.34839 1.91798
C 2.74358 -0.04017 1.88098
C 3.82830 -0.71085 2.42709
C 4.85751 0.00470 3.01826
C 4.81445 1.39482 3.06281
C 3.74247 2.06888 2.50853
H -2.24582 3.37080 -1.09743
H -2.13251 5.34148 -2.59084
H -0.41438 5.44545 -4.36337
H 1.20646 3.59999 -4.62898
H 1.11241 1.64712 -3.13440
H -1.80575 -0.97385 -2.70441
H -0.81868 -2.90319 -3.89552
H 1.58263 -3.42282 -3.63139
H 3.00611 -2.01146 -2.18664
H 2.02052 -0.09906 -0.97531
H 3.68512 1.93431 -0.46539
H 4.66445 3.32786 -2.24335
H 3.64856 5.50701 -2.80830
H 1.62026 6.27488 -1.62219
H 0.60932 4.87454 0.13015
H 1.91523 -0.58521 1.44501
H 3.85973 -1.79203 2.40607
H 5.69743 -0.52005 3.45385
H 5.61742 1.94819 3.53025
H 3.71478 3.15266 2.53707
S -3.59492 0.39441 2.91063
As -4.88722 1.84800 3.55860
S -2.59039 3.80541 1.86902
S -1.24510 2.58689 2.95861
S -4.08077 3.90275 3.25175
C -0.00505 -2.96495 0.77719
As -1.52763 -2.02726 1.52339
C -1.84911 -3.09629 3.10550
C -2.99364 -2.57210 0.33396
C -3.26266 -4.04487 0.34736
C -2.54363 -4.90247 -0.48228
C -2.76647 -6.27140 -0.45148
C -3.71634 -6.80265 0.40890
C -4.44615 -5.95632 1.23172
C -4.21986 -4.58853 1.20027
H -0.19092 -4.03699 0.82347
H 0.87873 -2.72506 1.36826
H 0.15490 -2.65869 -0.25550
H -2.02551 -4.13025 2.81412
H -2.71155 -2.71156 3.64859
H -0.97491 -3.02208 3.74772
H -2.70280 -2.22564 -0.65747
H -3.86798 -1.99267 0.63418
H -1.81113 -4.49093 -1.16879
H -2.20323 -6.92342 -1.10641
H -3.89346 -7.86952 0.43166
H -5.19688 -6.36202 1.89714
H -4.79608 -3.93281 1.84363
I -0.06482 -0.11260 4.29679